1.
Formula: C40H110O20
Source: the OMol25 dataset
Level of theory: ωB97M-V/def2-TZVPD

Calculated values
- Calculated total energy: -84210.3625 eV
- Lowest unoccupied orbital energy: 0.19 eV

Last column: Löwdin charge in e.
Cartesian coordinates (Å):
C (-3.732, -3.936, -0.916)  -0.187
C (-2.606, -2.978, -0.449)  -0.284
O (-2.668, -2.696, 0.897)  -0.061
O (-3.794, -4.024, -2.335)  -0.078
H (-4.755, -3.567, -0.598)  0.131
H (-3.487, -4.964, -0.558)  0.115
H (-2.783, -2.097, -1.086)  0.090
H (-1.664, -3.431, -0.726)  0.094
H (-1.938, -2.060, 1.092)  0.051
H (-3.948, -3.156, -2.695)  0.036
C (0.593, -0.716, 5.468)  -0.228
C (1.801, -1.235, 4.862)  -0.214
O (2.039, -0.729, 3.539)  -0.073
O (-0.546, -0.983, 4.634)  -0.086
H (0.600, 0.402, 5.482)  0.119
H (0.368, -1.078, 6.466)  0.131
H (1.801, -2.357, 4.837)  0.141
H (2.731, -0.956, 5.357)  0.131
H (1.411, -1.008, 2.878)  0.050
H (-0.869, -1.879, 4.816)  0.107
C (3.422, 2.372, 3.924)  -0.262
C (2.918, 3.186, 5.053)  -0.205
O (4.034, 3.809, 5.805)  -0.057
O (2.307, 2.027, 3.156)  -0.107
H (3.927, 1.539, 4.301)  0.104
H (4.091, 2.976, 3.231)  0.136
H (2.352, 2.570, 5.709)  0.092
H (2.221, 3.907, 4.630)  0.111
H (3.807, 4.703, 5.993)  0.054
H (2.070, 1.074, 3.244)  0.065
C (-0.601, -3.881, -3.408)  -0.275
C (0.636, -4.138, -4.235)  -0.199
O (1.345, -2.915, -4.331)  -0.056
O (-1.437, -4.981, -3.479)  -0.030
H (-1.097, -2.992, -3.831)  0.123
H (-0.263, -3.612, -2.427)  0.094
H (0.483, -4.661, -5.161)  0.123
H (1.231, -4.832, -3.674)  0.106
H (0.768, -2.214, -4.535)  0.033
H (-2.303, -4.758, -3.163)  0.035
C (3.936, 1.885, -3.469)  -0.144
C (2.794, 1.423, -2.527)  -0.261
O (2.209, 0.220, -2.945)  -0.119
O (4.986, 0.825, -3.486)  -0.089
H (4.401, 2.772, -3.020)  0.105
H (3.473, 2.079, -4.440)  0.113
H (2.061, 2.207, -2.391)  0.113
H (3.229, 1.310, -1.495)  0.106
H (2.957, -0.441, -2.974)  0.064
H (4.590, 0.060, -3.937)  0.064
C (-4.055, 0.126, 2.805)  -0.041
C (-5.052, -0.411, 1.764)  -0.444
C (-5.953, -1.543, 2.278)  -0.058
O (-5.913, 0.673, 1.244)  -0.106
H (-3.508, -0.715, 3.241)  0.085
H (-4.639, 0.585, 3.573)  0.063
H (-3.482, 0.905, 2.242)  0.080
H (-4.484, -0.759, 0.882)  0.104
H (-6.707, -1.804, 1.557)  0.064
H (-6.510, -1.295, 3.232)  0.101
H (-5.446, -2.451, 2.558)  0.070
H (-6.874, 0.398, 1.240)  0.104
C (1.137, -0.970, 0.042)  -0.034
C (-0.023, -0.241, 0.618)  -0.418
C (-1.044, 0.133, -0.485)  -0.007
O (-0.626, -1.020, 1.695)  -0.081
H (1.910, -1.222, 0.807)  0.093
H (1.497, -0.319, -0.793)  0.087
H (0.782, -1.879, -0.388)  0.062
H (0.349, 0.667, 1.094)  0.130
H (-0.423, 0.548, -1.282)  0.082
H (-1.843, 0.746, -0.139)  0.062
H (-1.459, -0.756, -0.919)  0.049
H (-0.798, -0.547, 2.514)  0.062
C (-4.755, 4.400, 0.404)  -0.049
C (-3.375, 5.091, 0.298)  -0.490
C (-2.562, 4.727, -0.927)  -0.056
O (-3.492, 6.513, 0.188)  -0.075
H (-4.518, 3.353, 0.216)  0.051
H (-5.375, 4.796, -0.440)  0.098
H (-5.280, 4.472, 1.385)  0.086
H (-2.717, 4.907, 1.203)  0.136
H (-1.697, 4.074, -0.709)  0.076
H (-2.123, 5.615, -1.350)  0.074
H (-3.195, 4.194, -1.640)  0.073
H (-4.074, 6.860, 0.867)  0.081
C (-4.514, 0.563, -1.755)  -0.054
C (-5.017, -0.798, -2.071)  -0.451
C (-6.497, -0.801, -2.577)  -0.014
O (-4.176, -1.366, -3.097)  -0.097
H (-4.467, 1.173, -2.683)  0.098
H (-3.497, 0.546, -1.415)  0.044
H (-5.101, 1.192, -1.041)  0.083
H (-4.887, -1.490, -1.270)  0.094
H (-7.117, -0.176, -1.931)  0.078
H (-6.848, -1.837, -2.496)  0.084
H (-6.612, -0.473, -3.569)  0.059
H (-4.151, -0.742, -3.869)  0.115
C (3.304, 4.626, -0.707)  -0.052
C (2.925, 4.159, 0.675)  -0.466
C (1.882, 5.028, 1.431)  -0.029
O (2.344, 2.868, 0.425)  -0.078
H (3.740, 5.639, -0.613)  0.092
H (2.369, 4.717, -1.273)  0.093
H (4.005, 3.935, -1.130)  0.050
H (3.842, 4.107, 1.295)  0.129
H (0.870, 5.006, 1.042)  0.071
H (2.235, 6.063, 1.413)  0.081
H (1.893, 4.589, 2.421)  0.045
H (2.104, 2.410, 1.211)  0.022
C (6.825, 1.765, 0.140)  -0.027
C (6.212, 0.386, 0.363)  -0.489
C (4.897, 0.368, 1.129)  -0.048
O (5.967, -0.340, -0.811)  -0.063
H (6.290, 2.308, -0.633)  0.072
H (7.877, 1.651, -0.118)  0.078
H (6.869, 2.408, 1.009)  0.072
H (6.809, -0.298, 0.941)  0.128
H (4.968, 0.839, 2.094)  0.058
H (4.571, -0.670, 1.262)  0.080
H (4.088, 0.871, 0.558)  0.068
H (5.694, 0.198, -1.578)  0.065
C (-1.244, 2.160, -5.832)  -0.046
C (-0.464, 1.401, -4.708)  -0.496
C (-0.862, -0.042, -4.501)  -0.067
O (0.916, 1.536, -5.024)  -0.050
H (-2.362, 1.990, -5.684)  0.093
H (-0.830, 1.789, -6.749)  0.063
H (-0.954, 3.238, -5.737)  0.088
H (-0.725, 1.958, -3.789)  0.128
H (-1.931, -0.112, -4.234)  0.061
H (-0.204, -0.504, -3.705)  0.074
H (-0.830, -0.756, -5.381)  0.103
H (1.431, 1.056, -4.381)  0.015
C (-1.065, 2.680, 3.733)  -0.029
C (-1.396, 3.016, 5.195)  -0.473
C (-2.428, 2.128, 5.743)  -0.073
O (-0.161, 2.932, 6.004)  -0.083
H (-0.312, 1.911, 3.850)  0.053
H (-0.638, 3.530, 3.149)  0.087
H (-1.914, 2.276, 3.156)  0.065
H (-1.690, 4.087, 5.259)  0.140
H (-3.341, 2.160, 5.157)  0.073
H (-2.686, 2.272, 6.820)  0.095
H (-2.031, 1.094, 5.682)  0.083
H (-0.418, 3.444, 6.804)  0.102
C (-1.230, -6.513, 0.426)  -0.042
C (-0.012, -5.759, -0.122)  -0.462
C (0.459, -4.725, 0.853)  -0.047
O (1.049, -6.723, -0.394)  -0.058
H (-1.605, -7.243, -0.301)  0.091
H (-2.025, -5.840, 0.564)  0.030
H (-1.040, -7.032, 1.384)  0.095
H (-0.177, -5.382, -1.122)  0.109
H (1.249, -4.245, 0.310)  0.057
H (0.920, -5.182, 1.728)  0.090
H (-0.308, -3.984, 1.131)  0.076
H (1.058, -7.280, 0.387)  0.071
C (3.639, -3.537, -1.764)  -0.035
C (4.506, -2.806, -2.724)  -0.433
C (5.129, -3.760, -3.723)  -0.039
O (3.747, -1.821, -3.488)  -0.095
H (4.185, -4.345, -1.268)  0.097
H (2.858, -4.074, -2.376)  0.086
H (3.188, -2.833, -1.083)  0.068
H (5.109, -2.106, -2.181)  0.115
H (4.314, -4.376, -4.092)  0.078
H (5.848, -4.428, -3.204)  0.089
H (5.776, -3.373, -4.531)  0.089
H (3.032, -2.215, -3.966)  0.045



2.
Formula: C40H111N9O13
Source: the OMol25 dataset
Level of theory: ωB97M-V/def2-TZVPD

Calculated values
- Calculated total energy: -83302.1765 eV
- Lowest unoccupied orbital energy: 0.33 eV
- SMILES: COC[C@H](C)N.COC[C@H](C)N.COC[C@H](C)N.COC[C@H](C)N.COC[C@H](C)N.COC[C@H](C)N.COC[C@H](C)N.COC[C@H](C)N.COC[C@H](C)N.OCCO.OCCO

Last column: Löwdin charge in e.
Cartesian coordinates (Å):
C (10.235, 19.750, 15.177)  -0.098
O (10.044, 19.289, 13.823)  -0.173
C (8.759, 18.749, 13.690)  -0.245
C (8.532, 18.359, 12.264)  -0.456
C (8.571, 19.534, 11.326)  -0.050
N (7.232, 17.717, 12.051)  0.044
H (10.060, 18.942, 15.923)  0.090
H (9.482, 20.510, 15.473)  0.087
H (11.228, 20.156, 15.320)  0.068
H (8.581, 17.913, 14.358)  0.112
H (7.993, 19.517, 13.982)  0.144
H (9.262, 17.588, 12.006)  0.114
H (9.384, 20.153, 11.619)  0.062
H (7.681, 20.138, 11.450)  0.081
H (8.709, 19.193, 10.283)  0.095
H (6.465, 18.340, 11.991)  0.051
H (6.947, 17.117, 12.820)  0.067
C (14.986, 21.328, 19.337)  -0.129
O (13.842, 21.231, 18.563)  -0.185
C (12.564, 21.352, 19.220)  -0.182
C (11.405, 21.119, 18.277)  -0.463
C (10.996, 22.377, 17.573)  -0.068
N (10.300, 20.634, 19.107)  0.068
H (15.846, 21.348, 18.724)  0.071
H (15.108, 20.473, 20.028)  0.080
H (14.971, 22.254, 19.933)  0.094
H (12.443, 20.765, 20.118)  0.110
H (12.452, 22.388, 19.560)  0.126
H (11.671, 20.413, 17.484)  0.111
H (10.517, 23.104, 18.274)  0.099
H (10.257, 22.140, 16.789)  0.060
H (11.886, 22.808, 17.106)  0.089
H (9.475, 20.520, 18.567)  0.059
H (10.550, 19.708, 19.424)  0.037
C (10.493, 16.174, 28.230)  -0.115
O (10.364, 15.749, 26.897)  -0.205
C (11.087, 16.513, 25.956)  -0.202
C (10.789, 15.847, 24.583)  -0.429
C (11.679, 16.482, 23.545)  -0.047
N (9.401, 15.971, 24.208)  0.054
H (10.132, 17.199, 28.304)  0.083
H (11.509, 16.056, 28.588)  0.081
H (9.804, 15.540, 28.850)  0.102
H (10.723, 17.542, 25.865)  0.123
H (12.162, 16.575, 26.267)  0.137
H (11.091, 14.822, 24.708)  0.137
H (11.402, 17.494, 23.420)  0.070
H (11.522, 15.889, 22.668)  0.051
H (12.682, 16.452, 23.977)  0.082
H (8.740, 15.610, 24.892)  0.095
H (9.160, 16.959, 24.133)  0.099
C (13.835, 18.385, 11.713)  -0.098
O (14.448, 18.241, 12.966)  -0.169
C (13.738, 17.311, 13.749)  -0.243
C (14.267, 17.227, 15.168)  -0.403
C (13.918, 18.610, 15.806)  -0.029
N (15.669, 16.836, 15.252)  0.063
H (14.518, 18.929, 11.098)  0.083
H (12.907, 18.949, 11.769)  0.090
H (13.623, 17.427, 11.285)  0.078
H (12.733, 17.666, 13.759)  0.097
H (13.722, 16.295, 13.285)  0.123
H (13.720, 16.354, 15.608)  0.113
H (12.870, 18.828, 15.716)  0.036
H (14.368, 19.461, 15.298)  0.086
H (14.136, 18.744, 16.855)  0.061
H (16.163, 17.452, 14.661)  0.053
H (15.715, 15.932, 14.824)  0.060
C (16.996, 14.451, 19.256)  -0.103
O (15.704, 13.928, 19.047)  -0.212
C (15.654, 12.526, 19.178)  -0.220
C (14.234, 12.082, 18.944)  -0.409
C (14.161, 10.547, 19.238)  -0.038
N (13.682, 12.465, 17.631)  0.067
H (17.049, 15.532, 19.068)  0.091
H (17.776, 14.007, 18.656)  0.084
H (17.258, 14.433, 20.306)  0.084
H (16.417, 12.111, 18.540)  0.120
H (15.976, 12.238, 20.184)  0.136
H (13.662, 12.541, 19.737)  0.102
H (14.015, 10.410, 20.328)  0.088
H (15.079, 10.089, 18.887)  0.068
H (13.333, 10.056, 18.747)  0.067
H (14.065, 13.407, 17.397)  0.074
H (14.113, 11.853, 16.968)  0.061
C (6.557, 15.045, 16.363)  -0.103
O (6.214, 16.281, 17.022)  -0.186
C (7.299, 16.826, 17.780)  -0.174
C (7.596, 16.000, 19.036)  -0.439
C (6.466, 15.762, 20.027)  -0.045
N (8.786, 16.444, 19.713)  0.076
H (7.502, 15.173, 15.818)  0.063
H (5.800, 14.871, 15.554)  0.099
H (6.559, 14.108, 16.869)  0.065
H (8.156, 16.822, 17.110)  0.093
H (6.994, 17.874, 17.947)  0.134
H (7.722, 15.000, 18.635)  0.110
H (5.593, 15.331, 19.580)  0.066
H (6.060, 16.667, 20.475)  0.076
H (6.800, 15.181, 20.869)  0.064
H (9.143, 15.772, 20.374)  0.032
H (9.525, 16.492, 19.029)  0.028
C (10.007, 12.798, 17.285)  -0.110
O (10.071, 11.753, 16.361)  -0.207
C (8.859, 11.464, 15.646)  -0.201
C (8.942, 10.252, 14.721)  -0.431
C (9.499, 9.086, 15.514)  -0.075
N (9.624, 10.418, 13.426)  0.046
H (9.234, 12.506, 18.055)  0.107
H (9.780, 13.767, 16.814)  0.062
H (10.954, 12.761, 17.811)  0.059
H (8.036, 11.273, 16.390)  0.130
H (8.548, 12.355, 15.062)  0.112
H (7.909, 9.983, 14.425)  0.139
H (10.542, 9.202, 15.800)  0.071
H (9.361, 8.099, 15.053)  0.080
H (9.024, 9.029, 16.499)  0.079
H (9.401, 11.248, 12.905)  0.019
H (10.650, 10.419, 13.552)  0.071
C (13.601, 12.254, 13.125)  -0.123
O (12.667, 12.869, 12.301)  -0.200
C (11.695, 13.616, 13.044)  -0.192
C (10.541, 14.146, 12.154)  -0.408
C (9.625, 15.062, 12.995)  -0.054
N (9.825, 13.046, 11.490)  0.034
H (14.195, 13.039, 13.633)  0.090
H (14.281, 11.635, 12.555)  0.087
H (13.064, 11.610, 13.820)  0.081
H (11.416, 13.023, 13.920)  0.111
H (12.242, 14.532, 13.428)  0.113
H (11.026, 14.762, 11.323)  0.153
H (8.891, 15.403, 12.292)  0.058
H (10.235, 15.926, 13.253)  0.066
H (9.188, 14.430, 13.805)  0.082
H (9.426, 13.333, 10.601)  0.080
H (10.527, 12.352, 11.221)  0.074
C (10.954, 15.803, 16.142)  -0.077
O (11.013, 16.065, 17.596)  -0.201
C (12.299, 15.752, 18.161)  -0.170
C (12.294, 16.180, 19.611)  -0.371
C (12.178, 17.725, 19.826)  -0.014
N (13.379, 15.548, 20.378)  0.074
H (11.194, 16.717, 15.616)  0.061
H (9.904, 15.630, 15.863)  0.055
H (11.646, 15.019, 15.772)  0.092
H (12.462, 14.690, 18.087)  0.090
H (13.112, 16.239, 17.595)  0.121
H (11.434, 15.744, 20.072)  0.095
H (11.356, 17.986, 19.217)  0.033
H (13.066, 18.288, 19.523)  0.079
H (12.001, 17.927, 20.897)  0.085
H (14.079, 15.180, 19.724)  0.069
H (13.933, 16.216, 20.902)  0.057
O (12.361, 13.521, 22.002)  -0.114
C (11.324, 12.882, 21.220)  -0.239
C (10.010, 13.046, 21.936)  -0.224
O (9.525, 14.376, 21.786)  -0.107
H (12.743, 14.278, 21.474)  0.024
H (11.182, 13.247, 20.217)  0.097
H (11.605, 11.839, 21.134)  0.107
H (10.144, 12.924, 22.985)  0.108
H (9.321, 12.302, 21.520)  0.117
H (9.310, 14.833, 22.612)  0.035
O (15.409, 18.073, 25.327)  -0.054
C (15.403, 18.383, 23.975)  -0.256
C (15.788, 17.168, 23.051)  -0.253
O (15.502, 17.453, 21.720)  -0.086
H (16.235, 18.193, 25.764)  0.074
H (14.385, 18.719, 23.763)  0.118
H (16.147, 19.189, 23.798)  0.124
H (15.138, 16.313, 23.353)  0.120
H (16.818, 16.795, 23.260)  0.125
H (16.044, 18.185, 21.390)  0.097



no.,HOMO level (eV)
1,-9.461
2,-8.402